(1)
Entry from the Open Molecules 2025 dataset: a 3-piece molecular cluster, C44H39NO7 overall at a distorted geometry (ωB97M-V/def2-TZVPD).

ORCA input file:
```
! wB97M-V def2-TZVPD RIJCOSX def2/J DEFGRID3
* xyz 0 1
O -0.0559 -2.8242 5.4136
O -1.1881 -1.2686 -8.0909
O -2.4271 0.0669 0.2493
O -1.5652 -0.9062 5.0185
O -3.3464 5.2684 1.0290
O 3.1843 1.6094 -7.0384
O 1.6525 2.0890 4.7551
N 0.1019 -4.7052 3.8675
C 4.4331 2.7742 2.3114
C -3.3257 4.3607 -1.6140
C 0.5490 0.0637 -8.9416
C 5.0223 2.5280 0.7656
C -2.7606 1.6576 -2.0256
C 3.0970 1.8290 4.6553
C -3.2595 3.8505 -2.9115
C 4.8501 1.0914 -0.0449
C 0.1118 -0.0862 -10.2644
C -3.1659 4.0692 0.8510
C -2.0168 -4.5191 5.4506
C 1.9144 1.3334 -11.0234
C -0.4959 -0.9400 -5.4034
C 4.0995 -0.1203 0.7732
C -0.2021 -0.5826 -7.8473
C -3.0931 3.6650 3.3042
C 0.9936 -0.4538 4.6959
C -3.0071 3.1574 2.0010
C -2.7871 1.7960 1.7968
C -0.8577 -3.7265 4.5539
C 0.9341 1.0108 5.4519
C 3.5269 0.1197 2.3241
C -1.7583 -5.8745 2.3055
C -2.6775 0.9344 2.8961
C 0.2457 -0.3864 -6.4541
C 1.3198 0.9029 7.0758
C 1.8375 0.4928 -4.8575
C -2.6656 1.2549 0.4284
C -0.5610 -5.8292 3.4375
C 1.6790 0.8315 -8.6642
C -0.1279 -7.3091 4.0803
C -0.0707 -0.7737 -4.0844
C 1.4028 0.3420 -6.1808
C -3.1115 3.5171 -0.5173
C 1.1000 -0.0661 -3.8127
C 2.1658 0.9724 -7.2774
C -0.3109 -1.4064 5.0536
C 2.3603 1.4723 -9.7073
C 0.7957 0.5488 -11.3022
C -2.8441 2.1641 -0.7221
C -2.7779 1.4401 4.1940
C 3.6499 1.5610 3.1320
C -2.9677 2.5023 -3.1171
C -2.9780 2.8052 4.3976
H 0.4524 0.4344 -12.3281
H -3.0490 3.2005 5.4086
H 1.4364 0.0557 -2.7855
H 2.0271 -0.9374 4.9581
H -0.6522 -1.1984 -3.2692
H 1.0267 -7.3652 4.2658
H -3.5488 5.4154 -1.4613
H -2.6978 0.7685 5.0460
H 1.4990 1.9549 7.5559
H -2.9013 -4.8821 4.7737
H 3.2365 2.0842 -9.4986
H -0.2173 1.3258 5.4463
H -2.8406 -5.7570 2.7771
H -3.2541 4.7288 3.4709
H -2.5387 0.6052 -2.1936
H -1.6258 -4.9707 1.5678
H 0.4924 0.2638 7.6182
H -2.5181 -0.1322 2.7459
H 0.9769 -0.2393 3.5290
H -1.4080 -1.4981 -5.6083
H 5.5987 3.3829 0.1711
H -1.5693 -5.4665 6.0216
H -1.4310 -3.1757 3.6876
H -0.4605 -8.1553 3.3084
H 3.0229 -0.8246 2.8177
H 3.9388 -1.1778 0.2747
H 2.4419 1.8361 -11.8312
H 2.3053 0.2324 7.1030
H -2.4722 -3.8289 6.2881
H -0.7637 -0.6932 -10.4891
H 2.7473 1.0485 -4.6374
H -0.7256 -7.5455 5.0850
H 3.4944 0.9584 5.3288
H -2.9070 2.1066 -4.1285
H -3.4335 4.5061 -3.7619
H 5.2205 0.8813 -1.1349
H 3.6429 2.8212 5.0334
H -1.7935 -6.9115 1.7173
H 4.6262 3.8444 2.7617
*
```

Values from the calculation:
- E_tot (eV) = -62068.5200
- SMILES = CC(C)=N[C@@H](C)OC(=O)C[C@@H](C)OCc1ccccc1.O=C1c2ccccc2C(=O)c2ccccc21.O=C1c2ccccc2C(=O)c2ccccc21
- energy above the lowest of the compared OMol25 structures with the same formula, charge and spin (eV) = 12.1310
- gap between HOMO and LUMO (eV) = 7.470
- HOMO energy (eV) = -8.54



(2)
Entry from the Open Molecules 2025 dataset: a 2-piece molecular cluster, C6H14N2O3S overall at a distorted geometry (ωB97M-V/def2-TZVPD).

ORCA input file:
```
! wB97M-V def2-TZVPD RIJCOSX def2/J DEFGRID3
* xyz 0 1
S -2.5211 0.6753 -0.4110
O -1.2158 -1.6974 -0.8787
O -1.9201 -0.4653 0.8214
O -2.5650 1.8750 0.4081
N -0.8841 -2.5307 1.1463
N 1.4259 -1.7492 -0.5139
C 1.5081 1.5285 1.0517
C -4.2989 0.0616 -0.5475
C 2.2328 0.4161 0.2478
C -1.2678 -1.5825 0.3842
C 3.1670 1.2134 -0.6869
C 1.4573 -0.5020 -0.7033
H -4.8308 -0.2329 0.4184
H 2.6025 1.9925 -1.1953
H 2.9071 -0.0944 0.9463
H 2.2397 1.9438 1.7390
H 3.7423 0.5183 -1.3968
H 4.0355 1.7227 -0.2235
H 1.2620 2.3019 0.4328
H -1.0818 -2.1853 2.1282
H -4.4237 -0.8149 -1.3180
H 0.9860 0.0363 -1.4926
H -4.6324 0.9481 -1.0556
H -0.3613 -2.2382 -1.1032
H 1.8631 -2.2947 0.2561
H 0.5735 1.1537 1.5463
*
```

Values from the calculation:
- E_tot (eV) = -26404.2330
- energy above the lowest of the compared OMol25 structures with the same formula, charge and spin (eV) = 2.0774
- gap between HOMO and LUMO (eV) = 10.070
- HOMO energy (eV) = -9.51



(3)
Entry from the Open Molecules 2025 dataset: an isolated ion of composition C3H6N3 and charge +1 at a distorted geometry (ωB97M-V/def2-TZVPD).

ORCA input file:
```
! wB97M-V def2-TZVPD RIJCOSX def2/J DEFGRID3
* xyz 1 3
N 0.8126 0.1614 -1.2110
N -0.4580 0.5858 1.9568
N -1.0473 -0.8544 0.1732
C 0.8090 0.5019 -0.0537
C 0.6755 -0.5834 -2.1898
C -0.2568 -0.0257 0.7901
H -0.1134 -0.3088 -3.0107
H -0.1665 1.4916 2.1179
H -1.6381 -1.2193 0.9102
H -1.3085 0.3090 2.5833
H 1.3474 -1.3261 -2.5057
H 1.3441 1.2679 0.4393
*
```

Values from the calculation:
- E_tot (eV) = -7666.4745
- expectation value of S² = 2.016
- energy above the lowest of the compared OMol25 structures with the same formula, charge and spin (eV) = 0.6770
- gap between HOMO and LUMO (alpha / beta) (eV) = 7.342 / 8.205
- HOMO energy (alpha / beta) (eV) = -11.44 / -15.84



(4)
Entry from the Open Molecules 2025 dataset: a 2-piece molecular cluster, C14H16O overall at a distorted geometry (ωB97M-V/def2-TZVPD).

ORCA input file:
```
! wB97M-V def2-TZVPD RIJCOSX def2/J DEFGRID3
* xyz 0 1
O 2.1093 -3.5242 -0.2652
C -3.2625 0.5532 2.5014
C 1.3128 -1.6795 -1.5837
C 2.9803 -1.3314 0.0996
C 1.2077 -0.2788 -1.7820
C -0.9340 0.5514 1.9885
C -2.4814 0.1655 0.2663
C 2.0733 -2.1824 -0.5544
C -3.5413 0.4891 1.1250
C 2.0058 0.5321 -1.0229
C 3.0137 0.0216 -0.1300
C 2.0018 2.0644 -0.9322
C -1.9515 0.7736 2.9126
C -1.1527 0.0712 0.7178
C -2.6436 0.1669 -1.2512
H -4.4778 0.8606 0.7388
H -0.4195 -0.3939 0.0774
H 2.9558 2.5677 -0.7634
H 2.8975 -3.9596 -0.5980
H -2.0797 1.0142 -1.6392
H -3.6343 0.0092 -1.6280
H 0.0737 0.8316 2.3135
H 0.5483 -0.0387 -2.5939
H 1.7620 2.4533 -1.9451
H -2.0884 -0.6993 -1.6398
H 3.6298 -1.9316 0.7602
H 0.9101 -2.2843 -2.3896
H 3.6752 0.7473 0.2863
H -4.0725 0.8221 3.1713
H -1.7667 1.0708 3.9407
H 1.3488 2.5380 -0.1811
*
```

Values from the calculation:
- E_tot (eV) = -16823.4372
- SMILES = Cc1ccc(O)cc1.Cc1ccccc1
- energy above the lowest of the compared OMol25 structures with the same formula, charge and spin (eV) = 1.7980
- gap between HOMO and LUMO (eV) = 9.448
- HOMO energy (eV) = -8.67



(5)
Entry from the Open Molecules 2025 dataset: C36H55N4OP2SeTi as an isolated structure at a distorted geometry (ωB97M-V/def2-TZVPD).

ORCA input file:
```
! wB97M-V def2-TZVPD RIJCOSX def2/J DEFGRID3
* xyz 1 3
Se -0.5504 -1.3845 2.6008
Ti -0.1659 -0.1532 0.4140
P 2.6928 -0.4700 -0.1522
P -2.5761 0.0268 -0.0683
O 0.0960 2.6699 1.7440
N -0.4562 -1.5487 -1.2246
N 0.0098 0.7465 4.5809
N -1.8108 -0.3636 5.0148
N 0.4746 0.9372 -1.1745
C -4.9884 -1.4948 -0.4694
C -3.3093 1.7540 -0.0349
C -4.2980 -0.8994 1.8891
C 0.6151 -3.1699 -2.5910
C -0.5377 -3.2990 -3.3381
C -0.0449 1.5848 1.2989
C 0.7283 -2.1079 -1.6596
C -4.7296 1.7707 -0.6092
C -2.8360 -1.3890 5.0349
C 1.3552 1.0553 4.1357
C -3.3225 2.2626 1.4173
C 5.4931 -0.2878 -1.2317
C 2.0069 -1.5798 -1.3514
C -1.5034 -1.5140 -2.0796
C -2.4142 2.6821 -0.8800
C 4.5867 -2.4653 0.9192
C 0.9417 3.4103 -5.5241
C 0.7415 3.8466 -4.2040
C 1.0303 0.7187 -2.2389
C 4.0500 0.1707 -1.4743
C -3.8025 -1.2984 0.4929
C 2.7210 -1.8769 2.3957
C -2.5077 -0.3928 -1.8728
C -3.0648 -2.6485 0.5747
C -1.5841 -2.3932 -3.1546
C 3.7477 -0.2906 -2.9167
C -1.6849 0.6118 5.9918
C -0.5436 1.2880 5.7281
C 3.6864 -1.3051 1.3579
C 3.9428 1.6971 -1.3425
C 1.1706 1.1099 -4.7690
C -0.7835 -0.2683 4.1159
C 4.4538 -0.1456 2.0282
C 1.1446 2.0503 -5.8029
C 1.0376 1.5583 -3.4353
C 0.8003 2.9117 -3.1717
H -5.0468 2.8220 -0.6812
H -0.0695 2.0982 6.2550
H -2.8187 3.7033 -0.8029
H 2.0815 -1.0965 2.8300
H 2.0894 0.3789 4.6005
H -0.6238 -4.0740 -4.0957
H 5.0148 -0.5315 2.8937
H 0.9111 4.1384 -6.3354
H 1.2639 1.7228 -6.8428
H -4.6805 -1.9895 -1.3996
H 2.7062 -0.1204 -3.1967
H -3.9565 1.6515 2.0691
H -2.3959 0.7096 6.7883
H -5.5109 -0.5664 -0.7205
H 1.5876 2.0850 4.4350
H 4.0260 -3.2142 0.3433
H 6.1345 0.2181 -1.9739
H 1.2715 0.0377 -4.9590
H 0.5308 4.8883 -3.9601
H 4.6675 2.1771 -2.0184
H 4.9666 -2.9631 1.8258
H 1.4117 0.9809 3.0474
H -3.7841 -3.4077 0.9207
H 3.9516 -1.3590 -3.0666
H -5.0014 -0.0562 1.8628
H -2.4112 2.4015 -1.9405
H -3.4598 -0.6521 2.5560
H -4.8349 -1.7514 2.3352
H 5.6134 -1.3630 -1.4212
H 5.4610 -2.1537 0.3437
H -2.9025 -1.8310 6.0384
H -3.7299 3.2845 1.4081
H -2.6709 -2.9638 -0.3991
H -5.7120 -2.1575 0.0306
H 5.1649 0.3505 1.3593
H 4.3765 0.2744 -3.6239
H 3.2939 -2.3227 3.2266
H -2.3146 2.3011 1.8442
H -2.4731 -2.3624 -3.7840
H 3.7566 0.6260 2.3880
H 5.8942 -0.0427 -0.2432
H 4.1588 2.0308 -0.3165
H -3.4963 -0.6620 -2.2708
H -3.8154 -0.9561 4.7906
H -2.1777 0.5046 -2.4236
H 1.4801 -3.8110 -2.7219
H -5.4531 1.2645 0.0429
H -2.5727 -2.1680 4.3094
H 2.0714 -2.6554 1.9801
H 2.9473 2.0629 -1.6121
H -2.2331 -2.6160 1.2982
H -1.3804 2.6925 -0.5171
H -4.7736 1.3449 -1.6211
H 2.8226 -2.2447 -1.7010
H 0.6323 3.2247 -2.1373
*
```

Values from the calculation:
- E_tot (eV) = -153264.2797
- expectation value of S² = 2.017
- energy above the lowest of the compared OMol25 structures with the same formula, charge and spin (eV) = 0.0000
- gap between HOMO and LUMO (alpha / beta) (eV) = 5.889 / 6.050
- HOMO energy (alpha / beta) (eV) = -8.87 / -9.02



(6)
Entry from the Open Molecules 2025 dataset: a 3-piece molecular cluster, C3H13NO2S overall at a distorted geometry (ωB97M-V/def2-TZVPD).

ORCA input file:
```
! wB97M-V def2-TZVPD RIJCOSX def2/J DEFGRID3
* xyz 0 1
S 1.0603 2.6270 0.5942
O 3.4803 -1.3269 1.8815
O 0.2089 -4.5007 -3.0596
N -2.1092 0.2651 -0.3967
C -0.8632 0.6207 0.2567
C -0.5901 2.0968 0.0645
C -2.8127 -0.8740 0.1746
H -0.6348 2.2932 -1.0044
H -1.9521 0.1254 -1.3829
H -0.0068 0.0222 -0.1168
H -0.9314 0.3576 1.3116
H -2.3153 -1.8394 -0.0307
H 3.7492 -1.7207 2.7187
H -1.3429 2.6957 0.5538
H -0.6180 -4.2625 -3.4857
H 2.5212 -1.2782 1.9454
H 1.1016 1.9236 1.7202
H -2.7527 -0.8039 1.2642
H 0.0910 -5.3928 -2.7232
H -3.8426 -0.9173 -0.1700
*
```

Values from the calculation:
- E_tot (eV) = -19741.5514
- SMILES = CNCCS.O.O
- energy above the lowest of the compared OMol25 structures with the same formula, charge and spin (eV) = 0.8910
- gap between HOMO and LUMO (eV) = 9.554
- HOMO energy (eV) = -8.95